C34H85N17O10 | ωB97M-V with the def2-TZVPD basis set

Output
Orbital gap in eV: 8.7
LUMO energy in eV: 0.21
SMILES: CC1(C)CCCC(C)(C)N1O.CC1(C)CCCC(C)(C)N1O.CC1(C)CCCC(C)(C)N1O.NC(N)=O.NC(N)=O.NC(N)=O.NC(N)=O.NC(N)=O.NC(N)=O.NC(N)=O
Calculated total energy in eV: -82447.68995
Strongest force on any atom in eV Å⁻¹: 4.89

Last column: Löwdin charge in e.
Atoms and positions in Å:
C: -5.493 -3.023 -0.001  -0.020
C: -4.524 -3.953 0.744  -0.536
C: -4.984 -5.393 0.739  -0.140
C: -3.954 -6.438 1.098  -0.184
C: -2.776 -6.322 0.185  -0.144
C: -2.207 -4.874 0.216  -0.493
N: -3.320 -3.913 -0.106  -0.033
O: -2.692 -2.560 -0.062  -0.076
C: -1.417 -4.691 1.491  -0.045
C: -1.245 -4.807 -1.014  -0.029
C: -4.312 -3.453 2.148  -0.018
H: -5.560 -3.425 -1.013  0.089
H: -5.117 -1.996 0.064  0.080
H: -6.499 -3.048 0.317  0.070
H: -5.754 -5.475 1.453  0.105
H: -5.452 -5.621 -0.246  0.137
H: -4.451 -7.389 1.031  0.111
H: -3.611 -6.318 2.129  0.111
H: -3.210 -6.323 -0.821  0.121
H: -2.009 -7.082 0.235  0.121
H: -0.606 -5.395 1.467  0.084
H: -1.191 -3.637 1.612  0.073
H: -1.937 -5.123 2.357  0.078
H: -0.430 -4.092 -0.754  0.081
H: -0.728 -5.783 -1.177  0.091
H: -1.802 -4.539 -1.912  0.082
H: -3.608 -3.964 2.839  0.088
H: -5.254 -3.606 2.704  0.103
H: -3.940 -2.447 2.108  0.049
H: -3.088 -2.117 -0.823  0.101
C: 2.860 4.997 -3.086  -0.044
C: 1.751 4.344 -3.893  -0.520
C: 1.622 5.070 -5.260  -0.126
C: 2.844 4.791 -6.123  -0.177
C: 3.003 3.305 -6.321  -0.184
C: 3.058 2.506 -5.115  -0.559
N: 1.969 2.898 -4.148  0.008
O: 2.299 2.249 -2.796  -0.065
C: 2.724 1.050 -5.540  -0.029
C: 4.451 2.428 -4.531  -0.025
C: 0.427 4.384 -3.121  -0.033
H: 2.695 6.082 -2.916  0.097
H: 3.798 5.114 -3.601  0.052
H: 2.943 4.548 -2.117  0.072
H: 0.703 4.728 -5.781  0.129
H: 1.546 6.147 -5.050  0.121
H: 3.727 5.146 -5.601  0.102
H: 2.693 5.282 -7.070  0.109
H: 3.882 3.154 -6.919  0.119
H: 2.130 2.949 -6.924  0.136
H: 2.805 0.409 -4.673  0.053
H: 1.727 1.045 -5.963  0.078
H: 3.458 0.704 -6.259  0.088
H: 4.338 1.712 -3.692  0.090
H: 5.105 2.173 -5.389  0.099
H: 4.722 3.413 -4.115  0.071
H: -0.194 5.276 -3.137  0.084
H: 0.621 4.095 -2.087  0.069
H: -0.189 3.614 -3.582  0.067
H: 1.409 1.916 -2.583  0.028
C: -2.589 4.298 0.654  -0.009
C: -1.794 3.528 1.712  -0.547
C: -1.899 4.152 3.099  -0.133
C: -3.219 3.883 3.749  -0.167
C: -3.539 2.392 3.750  -0.138
C: -3.520 1.734 2.388  -0.485
N: -2.108 2.096 1.810  -0.055
O: -2.039 1.492 0.471  -0.079
C: -3.431 0.224 2.486  -0.037
C: -4.689 2.186 1.521  -0.020
C: -0.344 3.431 1.304  -0.049
H: -2.620 3.658 -0.225  0.073
H: -2.071 5.203 0.377  0.089
H: -3.622 4.327 0.976  0.056
H: -1.020 3.732 3.656  0.130
H: -1.739 5.216 2.970  0.122
H: -3.976 4.392 3.209  0.088
H: -3.213 4.203 4.807  0.127
H: -4.495 2.164 4.230  0.130
H: -2.834 1.828 4.338  0.111
H: -3.505 -0.346 1.580  0.056
H: -2.507 -0.014 2.995  0.077
H: -4.225 -0.076 3.207  0.108
H: -4.910 3.229 1.799  0.067
H: -4.342 2.219 0.481  0.079
H: -5.560 1.572 1.654  0.082
H: 0.139 4.412 1.304  0.089
H: -0.259 3.111 0.273  0.069
H: 0.180 2.816 2.048  0.060
H: -1.520 0.672 0.603  0.051
C: 2.829 -1.914 -2.721  -0.635
O: 2.342 -1.813 -3.851  -0.011
N: 2.656 -0.978 -1.774  0.180
N: 3.595 -2.988 -2.269  0.152
H: 1.863 -0.350 -1.844  0.046
H: 2.997 -1.213 -0.840  0.062
H: 4.181 -2.921 -1.460  0.068
H: 4.050 -3.444 -3.037  0.089
C: 4.278 1.795 2.329  -0.667
O: 3.313 1.099 2.700  -0.023
N: 4.427 3.016 2.776  0.174
N: 5.126 1.430 1.355  0.201
H: 5.061 3.572 2.248  0.100
H: 3.523 3.422 2.731  0.109
H: 5.967 1.895 1.144  0.095
H: 5.051 0.468 0.991  0.085
C: 0.381 0.210 4.653  -0.766
O: -0.580 -0.199 5.269  0.019
N: 1.647 -0.079 5.069  0.153
N: 0.421 1.112 3.743  0.189
H: 2.360 0.373 4.503  0.060
H: 1.837 -0.543 5.963  0.117
H: -0.478 1.335 3.309  0.087
H: 1.271 1.535 3.468  0.063
C: 0.306 -4.495 4.474  -0.690
O: 0.115 -5.394 5.258  0.040
N: 1.319 -4.617 3.416  0.123
N: -0.256 -3.314 4.495  0.191
H: 1.242 -5.601 3.213  0.071
H: 0.837 -4.112 2.664  0.035
H: -0.469 -2.976 5.420  0.115
H: 0.039 -2.620 3.839  0.061
C: -0.574 0.379 -3.339  -0.612
O: 0.247 0.545 -2.428  -0.046
N: -1.644 1.199 -3.457  0.176
N: -0.420 -0.566 -4.329  0.196
H: -1.979 1.516 -2.555  0.108
H: -2.364 0.826 -4.056  0.100
H: 0.519 -0.966 -4.304  0.076
H: -1.122 -0.753 -5.024  0.105
C: 0.668 -0.876 0.940  -0.613
O: 0.918 -1.650 1.883  -0.012
N: -0.450 -0.983 0.133  0.163
N: 1.433 0.204 0.669  0.190
H: -0.963 -1.852 0.320  0.069
H: -0.353 -0.716 -0.841  0.077
H: 1.122 0.900 -0.031  0.110
H: 2.259 0.428 1.236  0.074
C: 4.770 -2.175 1.525  -0.734
O: 4.559 -1.407 0.596  -0.024
N: 5.981 -2.699 1.706  0.168
N: 3.848 -2.508 2.354  0.226
H: 6.274 -3.056 2.617  0.119
H: 6.700 -2.386 1.077  0.108
H: 2.875 -2.261 2.284  0.077
H: 3.959 -3.285 2.950  0.095


C34H87F6N5O14P | ωB97M-V with the def2-TZVPD basis set

Output
Orbital gap in eV: 8.5
LUMO energy in eV: 2.28
Total charge: -1
Calculated total energy in eV: -98376.08018
Strongest force on any atom in eV Å⁻¹: 3.09

Last column: Löwdin charge in e.
Atoms and positions in Å:
P: -0.717 0.216 1.920  0.292
F: -0.496 -1.375 1.711  -0.174
F: -1.790 0.317 0.681  -0.162
F: -1.852 -0.169 2.987  -0.130
F: -0.821 1.884 2.132  -0.172
F: 0.427 0.124 3.149  -0.196
F: 0.481 0.334 0.811  -0.181
C: -0.313 -1.136 -2.586  -0.140
O: -0.671 -0.438 -3.705  -0.206
C: -2.092 -0.377 -3.992  -0.168
C: -2.439 0.648 -5.100  -0.220
N: -3.693 1.274 -4.831  -0.033
C: -4.145 1.930 -6.098  -0.198
C: -5.498 2.597 -5.872  -0.238
O: -5.534 3.336 -4.650  -0.211
C: -6.781 4.095 -4.400  -0.061
H: -0.822 -2.087 -2.432  0.066
H: -0.544 -0.504 -1.729  0.083
H: 0.735 -1.423 -2.511  0.080
H: -2.535 -0.055 -3.050  0.103
H: -2.384 -1.395 -4.251  0.119
H: -2.520 -0.050 -5.933  0.115
H: -1.638 1.385 -5.161  0.120
H: -3.628 2.141 -4.318  0.064
H: -4.243 1.257 -6.949  0.116
H: -3.524 2.777 -6.391  0.112
H: -6.307 1.866 -5.883  0.114
H: -5.746 3.348 -6.623  0.113
H: -6.814 4.281 -3.326  0.091
H: -7.622 3.545 -4.823  0.072
H: -6.933 5.019 -4.958  0.070
C: -0.433 -4.829 -1.466  -0.141
O: -1.317 -3.900 -0.969  -0.213
C: -1.849 -4.222 0.300  -0.189
C: -3.026 -3.219 0.490  -0.173
N: -4.113 -3.272 -0.510  -0.037
C: -4.889 -4.528 -0.412  -0.217
C: -6.257 -4.541 -1.065  -0.231
O: -6.029 -4.543 -2.482  -0.169
C: -7.252 -4.167 -3.120  -0.116
H: -1.105 -5.529 -1.963  0.088
H: 0.222 -5.399 -0.806  0.093
H: 0.149 -4.377 -2.269  0.085
H: -1.138 -4.066 1.111  0.112
H: -2.175 -5.260 0.370  0.113
H: -2.663 -2.197 0.380  0.101
H: -3.407 -3.223 1.511  0.120
H: -3.705 -3.201 -1.431  0.114
H: -5.168 -4.663 0.633  0.121
H: -4.440 -5.493 -0.648  0.113
H: -6.677 -3.677 -0.549  0.113
H: -6.837 -5.423 -0.790  0.124
H: -7.876 -5.057 -3.197  0.077
H: -7.071 -3.869 -4.153  0.081
H: -7.829 -3.384 -2.629  0.087
C: 3.388 4.327 -2.979  -0.125
O: 3.762 3.260 -2.108  -0.196
C: 2.956 2.051 -2.359  -0.182
C: 3.270 0.905 -1.439  -0.208
N: 4.667 0.456 -1.554  -0.039
C: 4.762 -0.824 -0.812  -0.207
C: 6.184 -1.103 -0.385  -0.243
O: 6.541 -0.205 0.610  -0.205
C: 7.909 -0.280 1.028  -0.082
H: 2.309 4.387 -3.119  0.076
H: 3.885 4.290 -3.949  0.078
H: 3.658 5.325 -2.635  0.079
H: 3.236 1.754 -3.370  0.118
H: 1.900 2.304 -2.453  0.108
H: 2.662 0.107 -1.865  0.115
H: 3.032 1.125 -0.398  0.101
H: 5.253 1.180 -1.165  0.096
H: 4.286 -1.648 -1.344  0.113
H: 4.029 -0.667 -0.021  0.091
H: 6.833 -0.874 -1.231  0.126
H: 6.264 -2.140 -0.061  0.106
H: 7.923 0.395 1.884  0.084
H: 8.568 0.249 0.339  0.085
H: 8.251 -1.276 1.308  0.088
C: -0.042 5.564 5.653  -0.135
O: 1.084 5.445 4.790  -0.191
C: 0.621 5.387 3.404  -0.192
C: 1.182 4.138 2.687  -0.181
N: 2.627 4.288 2.407  -0.048
C: 3.009 3.169 1.598  -0.239
C: 4.556 2.857 1.547  -0.155
O: 5.094 2.796 2.867  -0.193
C: 4.870 1.580 3.497  -0.127
H: 0.359 5.500 6.664  0.077
H: -0.743 4.750 5.467  0.089
H: -0.539 6.534 5.686  0.077
H: 0.792 6.367 2.959  0.113
H: -0.463 5.405 3.297  0.107
H: 0.696 4.097 1.713  0.109
H: 0.923 3.251 3.265  0.113
H: 3.259 4.261 3.194  0.102
H: 2.680 3.407 0.586  0.104
H: 2.417 2.294 1.865  0.096
H: 5.059 3.713 1.096  0.126
H: 4.642 1.909 1.017  0.091
H: 5.204 0.806 2.806  0.063
H: 3.807 1.338 3.524  0.088
H: 5.422 1.292 4.391  0.091
C: 1.377 -2.308 4.627  -0.123
O: 2.112 -3.185 5.488  -0.187
C: 3.504 -2.724 5.587  -0.171
C: 4.325 -2.831 4.246  -0.211
N: 4.487 -4.228 3.825  -0.037
C: 4.986 -4.306 2.442  -0.212
C: 4.220 -3.582 1.384  -0.271
O: 2.839 -3.943 1.400  -0.152
C: 2.102 -3.015 0.567  -0.083
H: 0.296 -2.408 4.729  0.086
H: 1.495 -2.344 3.544  0.069
H: 1.466 -1.286 4.997  0.078
H: 3.975 -3.342 6.351  0.110
H: 3.505 -1.682 5.907  0.106
H: 5.305 -2.359 4.309  0.114
H: 3.783 -2.158 3.581  0.091
H: 3.587 -4.679 3.907  0.101
H: 4.983 -5.353 2.138  0.116
H: 6.002 -3.910 2.422  0.114
H: 4.682 -3.821 0.426  0.118
H: 4.424 -2.524 1.548  0.097
H: 2.316 -2.013 0.941  0.075
H: 1.036 -3.241 0.581  0.069
H: 2.358 -2.844 -0.478  0.075
C: -4.897 0.677 0.807  -0.214
C: -5.124 -0.655 1.691  -0.201
O: -5.911 -1.575 0.966  -0.111
O: -4.143 1.556 1.582  -0.085
H: -5.775 1.195 0.423  0.115
H: -4.314 0.485 -0.093  0.097
H: -5.765 -0.461 2.551  0.112
H: -4.206 -1.145 2.016  0.090
H: -5.360 -2.107 0.387  0.010
H: -3.272 1.175 1.715  0.021
C: -1.948 2.635 -2.070  -0.260
C: -1.183 3.352 -0.937  -0.219
O: -1.951 3.376 0.257  -0.071
O: -2.912 3.378 -2.723  -0.048
H: -2.426 1.756 -1.637  0.108
H: -1.255 2.184 -2.780  0.104
H: -0.854 4.308 -1.343  0.111
H: -0.207 2.929 -0.697  0.101
H: -1.857 2.592 0.803  0.019
H: -2.508 3.861 -3.447  0.092


C34H91AsF6FeN8O10 | ωB97M-V with the def2-TZVPD basis set

Output
Orbital gap (alpha / beta) in eV: 9.0 / 8.6
LUMO energy (alpha / beta) in eV: 0.36 / 0.35
Multiplicity: 5
Calculated total energy in eV: -180664.21432
Strongest force on any atom in eV Å⁻¹: 2.29

Last column: Löwdin charge in e.
Atoms and positions in Å:
Fe: 0.260 -2.685 1.140  0.811
C: -2.961 -2.520 3.517  0.028
C: -1.771 -2.495 2.585  -0.667
O: -1.714 -3.347 1.653  -0.078
O: -0.747 -1.778 2.756  -0.074
H: -2.853 -1.741 4.273  0.071
H: -3.010 -3.462 4.059  0.087
H: -3.868 -2.355 2.941  0.069
As: -0.818 0.414 -0.411  0.822
F: 0.184 -0.811 0.345  -0.276
F: -0.911 1.356 1.066  -0.233
F: -1.844 1.604 -1.193  -0.248
F: -0.717 -0.511 -1.916  -0.254
F: -2.224 -0.520 0.031  -0.226
F: 0.612 1.272 -0.894  -0.233
C: -2.731 1.508 4.669  -0.054
C: -3.085 2.785 3.910  -0.426
C: -3.415 3.913 4.857  -0.230
O: -4.596 3.595 5.557  -0.185
C: -4.988 4.576 6.491  -0.112
N: -1.899 3.163 3.121  0.062
H: -1.877 1.720 5.315  0.080
H: -2.475 0.748 3.927  0.063
H: -3.562 1.148 5.275  0.076
H: -3.927 2.586 3.239  0.143
H: -3.578 4.809 4.241  0.116
H: -2.547 4.104 5.499  0.130
H: -5.088 5.542 5.986  0.087
H: -4.362 4.584 7.385  0.087
H: -6.007 4.319 6.787  0.085
H: -2.171 3.870 2.441  0.040
H: -1.632 2.382 2.530  0.030
C: 4.335 -3.048 2.762  -0.045
C: 2.995 -3.416 2.130  -0.388
C: 2.022 -4.066 3.120  -0.146
O: 0.874 -4.456 2.334  -0.286
C: 0.193 -5.554 2.922  -0.074
N: 2.335 -2.259 1.511  0.021
H: 4.192 -2.423 3.647  0.078
H: 4.999 -2.537 2.064  0.075
H: 4.889 -3.917 3.127  0.081
H: 3.171 -4.172 1.359  0.135
H: 1.636 -3.481 3.959  0.138
H: 2.515 -4.951 3.533  0.130
H: -0.105 -5.293 3.940  0.102
H: 0.798 -6.465 2.913  0.096
H: -0.686 -5.757 2.312  0.093
H: 2.307 -1.537 2.264  0.048
H: 3.004 -1.807 0.881  0.062
C: 1.513 2.094 3.756  -0.043
C: 2.092 0.958 2.889  -0.397
C: 3.585 1.202 2.719  -0.217
O: 3.904 2.403 2.053  -0.170
C: 3.639 2.370 0.659  -0.080
N: 1.883 -0.321 3.609  0.044
H: 1.862 1.998 4.787  0.080
H: 0.423 2.100 3.779  0.048
H: 1.807 3.070 3.364  0.084
H: 1.583 1.015 1.928  0.110
H: 4.063 0.304 2.297  0.114
H: 4.077 1.302 3.691  0.131
H: 4.498 1.874 0.190  0.079
H: 3.588 3.365 0.222  0.096
H: 2.709 1.855 0.420  0.061
H: 0.873 -0.359 3.745  0.072
H: 2.281 -0.251 4.540  0.089
C: 1.541 -5.489 -0.935  -0.043
C: 1.423 -4.038 -1.345  -0.381
C: 1.497 -3.887 -2.855  -0.211
O: 1.601 -2.532 -3.190  -0.226
C: 1.556 -2.242 -4.573  -0.072
N: 0.137 -3.440 -0.827  0.050
H: 2.529 -5.872 -1.189  0.088
H: 0.835 -6.100 -1.510  0.085
H: 1.257 -5.600 0.110  0.066
H: 2.265 -3.476 -0.928  0.111
H: 0.618 -4.376 -3.297  0.129
H: 2.352 -4.453 -3.253  0.135
H: 1.600 -1.162 -4.725  0.087
H: 0.565 -2.470 -4.976  0.079
H: 2.371 -2.744 -5.093  0.096
H: -0.037 -2.720 -1.540  0.067
H: -0.569 -4.135 -1.115  0.056
C: 5.106 -1.946 -1.729  -0.047
C: 4.466 -0.582 -1.475  -0.398
C: 4.406 0.261 -2.721  -0.228
O: 5.668 0.611 -3.234  -0.162
C: 5.615 1.653 -4.162  -0.124
N: 3.059 -0.897 -1.118  0.061
H: 6.176 -1.865 -1.941  0.080
H: 4.639 -2.467 -2.563  0.079
H: 5.037 -2.500 -0.789  0.064
H: 4.932 -0.060 -0.640  0.123
H: 3.777 1.138 -2.481  0.119
H: 3.782 -0.195 -3.506  0.127
H: 5.165 2.555 -3.732  0.089
H: 5.107 1.386 -5.098  0.089
H: 6.624 1.933 -4.470  0.086
H: 2.630 -0.001 -0.899  0.046
H: 2.560 -1.352 -1.876  0.050
C: -2.354 4.452 -0.580  -0.073
C: -2.665 5.943 -0.533  -0.430
C: -1.970 6.720 0.583  -0.217
O: -2.239 6.111 1.820  -0.209
C: -1.541 6.725 2.877  -0.107
N: -2.492 6.447 -1.897  0.029
H: -1.293 4.206 -0.680  0.079
H: -2.877 3.925 -1.367  0.063
H: -2.571 4.088 0.429  0.057
H: -3.741 6.029 -0.347  0.138
H: -2.387 7.738 0.626  0.123
H: -0.907 6.852 0.334  0.129
H: -0.467 6.688 2.665  0.092
H: -1.749 6.243 3.828  0.071
H: -1.824 7.782 2.973  0.088
H: -2.738 7.433 -1.984  0.065
H: -1.522 6.433 -2.205  0.070
C: 1.105 2.391 -4.037  -0.059
C: -0.314 2.679 -4.479  -0.435
C: -0.952 1.418 -5.109  -0.213
O: -0.200 0.887 -6.180  -0.192
C: -0.856 -0.204 -6.784  -0.120
N: -1.130 3.232 -3.413  0.051
H: 1.104 1.529 -3.369  0.059
H: 1.570 3.296 -3.652  0.080
H: 1.672 2.069 -4.915  0.072
H: -0.354 3.477 -5.230  0.137
H: -1.970 1.594 -5.492  0.121
H: -1.138 0.695 -4.297  0.114
H: -0.201 -0.761 -7.447  0.087
H: -1.782 0.113 -7.278  0.088
H: -1.180 -0.878 -5.976  0.072
H: -1.298 2.517 -2.700  0.028
H: -2.071 3.480 -3.704  0.077
C: -2.479 -3.314 -3.487  -0.057
C: -2.865 -3.740 -2.078  -0.412
C: -4.388 -3.821 -1.893  -0.217
O: -4.779 -4.091 -0.581  -0.169
C: -4.845 -2.937 0.232  -0.099
N: -2.226 -5.047 -1.814  0.037
H: -3.059 -2.445 -3.811  0.084
H: -2.612 -4.084 -4.252  0.083
H: -1.429 -3.026 -3.544  0.049
H: -2.437 -2.981 -1.419  0.116
H: -4.787 -4.566 -2.586  0.130
H: -4.823 -2.869 -2.232  0.124
H: -5.568 -2.233 -0.196  0.094
H: -3.924 -2.351 0.323  0.063
H: -5.133 -3.277 1.223  0.085
H: -2.544 -5.335 -0.886  0.086
H: -2.596 -5.780 -2.413  0.084